Molecular formula: C22H11F5MnN3O10STe
Method: DFT, ωB97M-V with the def2-TZVPD basis set

Atoms and positions in Å:
1 Mn 0.4331 -0.1598 1.6455
2 O 3.5876 -2.0272 6.4392
3 C 2.9682 -1.7091 5.4633
4 C 1.5574 -2.1821 5.0949
5 O 0.9478 -3.0636 5.6450
6 C 1.2186 -1.3773 3.9214
7 C 2.2822 -0.6316 3.4851
8 O 2.1626 0.0553 2.3748
9 C 3.4434 -0.7781 4.3534
10 O 4.5574 -0.3171 4.2374
11 O 0.0585 -1.2521 3.2940
12 O -4.6966 -3.3121 -1.7075
13 C -4.7840 -2.1343 -1.3216
14 O -5.6737 -1.2761 -1.4627
15 C -3.5334 -1.6257 -0.5311
16 C -3.5692 -0.4195 0.1526
17 C -2.4398 0.0404 0.8030
18 N -1.2895 -0.6448 0.7606
19 C -1.2527 -1.8320 0.1202
20 C -2.3490 -2.3582 -0.5154
21 C 0.1070 -2.4798 0.1166
22 O 0.3341 -3.5090 -0.4735
23 O 0.9990 -1.7670 0.7634
24 H -4.4855 0.1525 0.1633
25 H -2.4501 0.9647 1.3647
26 H -2.2777 -3.3143 -1.0136
27 S 2.0778 3.1560 -3.7062
28 C 1.6458 2.2770 -2.2164
29 C 2.4250 1.2196 -1.7645
30 C 2.0433 0.5461 -0.6228
31 N 0.9462 0.8821 0.0610
32 C 0.2157 1.9222 -0.3424
33 C 0.5275 2.6391 -1.4793
34 C 1.3873 1.9961 -4.8817
35 C 2.1941 1.0536 -5.4994
36 C 1.6091 0.1887 -6.4134
37 N 0.3183 0.2155 -6.7319
38 C -0.4462 1.1176 -6.1204
39 C 0.0367 2.0298 -5.1928
40 H 3.3194 0.9240 -2.2938
41 H 2.6093 -0.2889 -0.2332
42 H -0.6299 2.1811 0.2815
43 H -0.0923 3.4709 -1.7816
44 H 3.2514 0.9989 -5.2785
45 H 2.2069 -0.5630 -6.9172
46 H -1.4963 1.1126 -6.3895
47 H -0.6213 2.7496 -4.7251
48 F 0.3439 0.5469 5.4181
49 Te -1.1785 0.7659 4.0659
50 F -2.5513 -0.5705 3.4076
51 F -2.6512 1.8558 3.3866
52 F -0.7943 2.5524 4.6986
53 F -2.2908 0.6878 5.6773
54 O -0.2612 1.2909 2.4206

The net charge is -2. Its spin multiplicity is 5. The LUMO energy (spin up / spin down) comes out at 0.09438 / 0.08167 Eh. The expectation value of S² is 6.08. The energy above the lowest of the compared OMol25 structures with the same formula, charge and spin is 0.000 eV.

natural (NBO) atomic charge list, values in e, 2 entries: Mn 1.497; O -0.490


Molecular formula: C22H12BrCl5N5O4PdS
Method: DFT, ωB97M-V with the def2-TZVPD basis set

Atoms and positions in Å:
1 Pd -0.3107 -1.2862 -0.7998
2 N 4.0315 3.2865 4.1400
3 C 2.9807 2.7299 3.4904
4 C 1.9255 3.5357 3.0221
5 C 0.8564 2.9744 2.3711
6 C 0.8233 1.5920 2.1580
7 C 1.8602 0.7794 2.6162
8 C 2.9270 1.3419 3.2771
9 S -0.5146 0.9112 1.3341
10 O -0.4597 -0.5459 1.4633
11 O -1.7246 1.5943 1.6645
12 N -0.1709 1.0886 -0.2941
13 C -1.3561 1.2922 -1.0643
14 N -1.8188 0.1409 -1.5424
15 C -2.9053 0.1835 -2.3246
16 C -3.4910 1.4063 -2.5866
17 C -2.9104 2.5421 -2.0405
18 N -1.8184 2.5023 -1.2684
19 H 4.0425 4.2656 4.3554
20 H 4.7500 2.7154 4.5436
21 H 1.9512 4.6039 3.1938
22 H 0.0395 3.5965 2.0304
23 H 1.8079 -0.2905 2.4742
24 H 3.7220 0.7106 3.6529
25 H -3.2593 -0.7572 -2.7319
26 H -4.3693 1.4738 -3.2110
27 H -3.3280 3.5231 -2.2306
28 Br 0.3428 -3.3612 2.4097
29 C -1.1990 -3.6594 1.3565
30 C -2.1579 -4.5251 1.8642
31 C -3.2483 -4.8288 1.0682
32 C -3.3227 -4.2978 -0.2112
33 C -2.3117 -3.4607 -0.6333
34 N -1.2849 -3.1056 0.1591
35 C -2.2653 -2.9473 -2.0566
36 O -3.2355 -3.0603 -2.7820
37 O -1.1342 -2.4229 -2.4238
38 H -2.0358 -4.9522 2.8477
39 H -4.0156 -5.4951 1.4386
40 H -4.1297 -4.5189 -0.8944
41 Cl 2.4508 -1.7227 -0.0846
42 C 2.3919 -0.6066 -1.3980
43 C 1.1782 -0.5937 -2.1201
44 C 1.1196 0.1564 -3.3213
45 Cl -0.1491 -0.1302 -4.4059
46 C 2.0788 1.1188 -3.5821
47 Cl 1.9509 2.1527 -4.9314
48 C 3.1984 1.2174 -2.7278
49 Cl 4.3823 2.3696 -3.0232
50 C 3.3732 0.3158 -1.6202
51 Cl 4.7420 0.4476 -0.6209

The net charge is +1. Its spin multiplicity is 5. The LUMO energy (spin up / spin down) comes out at -0.12072 / -0.24480 Eh. The expectation value of S² is 6.04.

natural (NBO) atomic charge list, values in e, 2 entries: Pd 1.197; N -0.763


Molecular formula: C22H12ClCo2NO10S
Method: DFT, ωB97M-V with the def2-TZVPD basis set

Atoms and positions in Å:
1 O -6.2423 -4.4381 1.9531
2 N -5.7604 -3.2770 1.9277
3 O -6.4643 -2.2462 1.7900
4 C -4.3368 -3.1001 2.0610
5 C -3.7595 -1.8085 2.0358
6 C -2.3704 -1.6590 2.1527
7 C -1.5428 -2.7902 2.2703
8 S 0.2662 -2.6760 2.4268
9 C 0.8402 -2.2019 0.8088
10 Cl 2.4387 -2.6802 0.4134
11 O 0.5068 -1.6154 3.3788
12 O 0.6636 -4.0323 2.7433
13 C -2.1303 -4.0679 2.3090
14 C -3.5092 -4.2288 2.1944
15 H -4.4230 -0.9475 1.9286
16 H -1.9649 -0.6483 2.1559
17 H 0.1476 -2.6804 0.0975
18 H -1.5334 -4.9651 2.4273
19 H -3.9689 -5.2172 2.2025
20 O -1.1814 -0.5748 -0.5331
21 C -0.1332 -0.2629 -0.1281
22 Co 1.4220 0.4848 0.2740
23 C 1.0221 1.5631 1.5957
24 O 0.8438 2.3794 2.3937
25 C 2.9657 0.1054 1.1016
26 O 3.9696 0.1802 1.6618
27 C 1.6598 1.6532 -1.2286
28 C 0.6669 2.7044 -1.5360
29 C -0.6553 2.4214 -1.9229
30 C -1.5595 3.4472 -2.2075
31 C -1.1483 4.7853 -2.2182
32 C 0.1732 5.0833 -1.8484
33 C 1.0696 4.0568 -1.5375
34 C 3.0827 1.8088 -1.3105
35 C 4.0074 2.7184 -0.9754
36 Co 2.5658 0.2477 -1.9264
37 C 1.6232 -1.3001 -2.0228
38 O 1.1860 -2.3243 -2.3362
39 C 4.0663 -0.5029 -1.3762
40 O 5.0961 -0.9848 -1.1657
41 C 2.9660 0.4034 -3.6415
42 O 3.4117 0.4780 -4.7055
43 H -0.9901 1.3905 -1.9984
44 H -2.5945 3.1903 -2.4260
45 H -1.8468 5.5902 -2.4513
46 H 0.5587 6.1013 -1.8446
47 H 2.1119 4.2638 -1.3011
48 H 5.0664 2.4693 -1.0707
49 H 3.7171 3.7035 -0.5911

The net charge is -2. The LUMO energy comes out at 0.10722 Eh. The energy above the lowest of the compared OMol25 structures with the same formula, charge and spin is 0.713 eV.

natural (NBO) atomic charge list, values in e, 2 entries: O -0.411; N 0.494


Molecular formula: C22H12F7NO2S
Method: DFT, ωB97M-V with the def2-TZVPD basis set

Atoms and positions in Å:
1 N 5.3309 -1.9988 4.4069
2 C 4.3540 -1.6133 3.8876
3 C 3.1174 -1.1538 3.2883
4 C 2.9085 0.1742 2.9099
5 C 1.7695 0.5132 2.1598
6 C 0.7933 -0.4282 1.7758
7 C -0.3893 -0.1717 0.8286
8 C -0.4340 -0.3226 -0.9678
9 C -1.6804 0.0700 -1.6726
10 C -1.9012 1.3294 -2.2693
11 C -3.2049 1.6969 -2.6224
12 F -3.4799 3.0072 -2.9771
13 C -4.2473 0.7822 -2.6240
14 C -3.9781 -0.5316 -2.2316
15 F -4.9677 -1.4984 -2.3121
16 C -2.7192 -0.8940 -1.7724
17 C 0.9098 0.1354 -1.3949
18 C 1.8857 -0.8604 -1.6262
19 C 3.1423 -0.5121 -2.1130
20 F 4.0690 -1.5180 -2.3700
21 C 3.4764 0.8111 -2.3567
22 C 2.5315 1.7876 -2.0553
23 F 2.8657 3.1059 -2.3043
24 C 1.2735 1.4730 -1.5449
25 S -1.9439 -0.6893 1.7550
26 O -1.6544 -0.9230 3.1530
27 O -2.6278 -1.6638 0.9412
28 C -3.0302 0.8902 1.7508
29 F -4.3296 0.5808 1.5530
30 F -2.6515 1.7475 0.7747
31 F -2.8917 1.4998 2.9358
32 C 0.9637 -1.7050 2.3227
33 C 2.1170 -2.0853 3.0146
34 H 3.6906 0.9080 3.1477
35 H 1.6458 1.5477 1.8597
36 H -0.5527 0.9806 0.7252
37 H -0.4663 -1.4219 -0.8162
38 H -1.1049 2.0220 -2.5147
39 H -5.2346 1.0618 -2.9428
40 H -2.5030 -1.9431 -1.5275
41 H 1.6227 -1.9198 -1.5162
42 H 4.4447 1.0675 -2.7760
43 H 0.5710 2.2758 -1.3170
44 H 0.2249 -2.4790 2.1449
45 H 2.2848 -3.1347 3.2897

The net charge is 0. Its SMILES is N#Cc1ccc([C@@H](C(c2cc(F)cc(F)c2)c2cc(F)cc(F)c2)S(=O)(=O)C(F)(F)F)cc1. The LUMO energy comes out at -0.02666 Eh.

natural (NBO) atomic charge list, values in e, 2 entries: N -0.287; C 0.272


Molecular formula: C22H14BrCl5N2O3Pd
Method: DFT, ωB97M-V with the def2-TZVPD basis set

Atoms and positions in Å:
1 Pd -0.3945 -1.0150 -1.1037
2 O 1.4843 -4.2543 -0.2216
3 C 0.7465 -4.9260 0.6915
4 C 1.2736 -6.0912 1.2392
5 C 0.5427 -6.8147 2.1649
6 C -0.7254 -6.3985 2.5491
7 C -1.2448 -5.2372 2.0014
8 C -0.5211 -4.4819 1.0870
9 C -1.0818 -3.1726 0.5876
10 O -0.7281 -2.9115 -0.7412
11 N -0.6091 -2.0977 1.4643
12 N -0.7098 -0.8611 0.8978
13 C -0.7185 0.2026 1.6021
14 C -1.0454 1.5267 1.0894
15 Br -2.2163 1.5898 -0.3928
16 C -0.6813 2.6090 1.7840
17 C -0.9658 4.0228 1.5025
18 C -1.3285 4.8608 2.5556
19 C -1.5946 6.2004 2.3252
20 C -1.4736 6.7200 1.0446
21 C -1.0872 5.8968 -0.0037
22 C -0.8380 4.5527 0.2195
23 H 0.8638 -3.6434 -0.6765
24 H 2.2527 -6.4160 0.9143
25 H 0.9624 -7.7218 2.5805
26 H -1.3008 -6.9731 3.2615
27 H -2.2333 -4.8964 2.2884
28 H -2.1776 -3.1944 0.6734
29 H 0.1157 -2.2518 2.1492
30 H -0.5481 0.1235 2.6746
31 H -0.1022 2.4121 2.6830
32 H -1.4111 4.4568 3.5575
33 H -1.8888 6.8406 3.1462
34 H -1.6721 7.7684 0.8657
35 H -0.9751 6.3028 -1.0003
36 H -0.5231 3.9123 -0.5912
37 Cl 3.5166 1.4770 -6.3496
38 C 2.6045 1.2734 -4.9071
39 C 1.7604 0.1827 -4.7591
40 Cl 1.5838 -0.9861 -6.0063
41 C 1.0480 0.0395 -3.5805
42 Cl -0.0561 -1.3130 -3.3682
43 C 1.1138 0.9372 -2.5059
44 O 0.4318 0.7917 -1.4117
45 C 1.9792 2.0399 -2.6911
46 Cl 2.1136 3.1679 -1.3976
47 C 2.7049 2.1996 -3.8598
48 Cl 3.7539 3.5505 -4.0323

The net charge is 0. The LUMO energy comes out at -0.03853 Eh. The energy above the lowest of the compared OMol25 structures with the same formula, charge and spin is 0.252 eV.

natural (NBO) atomic charge list, values in e, 2 entries: Pd 0.919; O -0.704


Molecular formula: C22H15BCl2F4N4O3OsS2
Method: DFT, ωB97M-V with the def2-TZVPD basis set

Atoms and positions in Å:
1 Os -1.2302 -0.1018 1.0264
2 Cl -5.4851 5.6157 2.7012
3 C -4.4572 4.2212 2.5948
4 C -3.8882 3.6980 3.7761
5 C -3.0956 2.5899 3.7397
6 Cl -2.4166 1.9472 5.1838
7 C -2.8119 1.9286 2.5146
8 O -2.1122 0.8439 2.5502
9 C -3.3618 2.4978 1.3389
10 C -3.0842 1.9862 0.0595
11 O -2.3410 1.0275 -0.2654
12 C -4.2000 3.6409 1.4039
13 H -4.0837 4.1808 4.7254
14 H -3.5682 2.4924 -0.7775
15 H -4.6329 4.0400 0.4927
16 S -2.2437 -1.9662 2.6973
17 C -2.7680 -3.2593 1.7785
18 C -3.2754 -4.4012 2.5098
19 N -3.6845 -5.3076 3.0926
20 C -2.7704 -3.3068 0.3677
21 S -2.2652 -2.0662 -0.6256
22 C -3.2326 -4.5101 -0.2924
23 N -3.5849 -5.4668 -0.8297
24 F 0.4011 -0.6738 2.3278
25 B 1.2271 0.5780 2.5499
26 F 2.5502 0.2732 2.2589
27 F 1.0163 1.0144 3.8319
28 F 0.6895 1.5065 1.5783
29 C 3.9604 0.6625 -2.9689
30 N 2.6159 0.7219 -2.4111
31 N 2.0823 -0.2741 -1.6230
32 C 0.8973 0.1581 -1.1194
33 O 0.2138 -0.6323 -0.3861
34 C 0.6850 1.4619 -1.6183
35 C 1.7754 1.7732 -2.3914
36 C 2.0969 3.0301 -3.1318
37 C 2.6255 -1.6017 -1.5415
38 C 2.9155 -2.1390 -0.3004
39 C 3.4084 -3.4359 -0.2303
40 C 3.6186 -4.1738 -1.3872
41 C 3.3197 -3.6218 -2.6271
42 C 2.8097 -2.3350 -2.7065
43 H 4.4959 -0.1689 -2.5262
44 H 4.4912 1.5814 -2.7294
45 H 3.9366 0.5324 -4.0501
46 H -0.1776 2.0777 -1.4189
47 H 1.2169 3.6688 -3.1649
48 H 2.4138 2.8162 -4.1531
49 H 2.8996 3.5820 -2.6356
50 H 2.7543 -1.5564 0.5977
51 H 3.6365 -3.8622 0.7398
52 H 4.0086 -5.1826 -1.3246
53 H 3.4660 -4.1969 -3.5334
54 H 2.5430 -1.9080 -3.6676

The net charge is 0. Its spin multiplicity is 5. The LUMO energy (spin up / spin down) comes out at -0.04866 / -0.08546 Eh. The expectation value of S² is 6.03. The energy above the lowest of the compared OMol25 structures with the same formula, charge and spin is 1.342 eV.

natural (NBO) atomic charge list, values in e, 2 entries: Os 1.498; Cl 0.019


Number 1: E_tot -4078.34619 Ha. Number 2: E_tot -6820.97924 Ha. Number 3: E_tot -5276.40072 Ha. Number 4: E_tot -2147.94143 Ha. Number 5: E_tot -6184.78805 Ha. Number 6: E_tot -3523.97568 Ha.